(1)
9
Properties=species:S:1:pos:R:3:lowdin_charge:R:1 method="wB97M-V/def2-TZVPD" e_homo_ev=-16.5 charge=+1 de_lowest_kj_mol=0.0 gap_ev=8.886 smiles="O=C1[NH+]=CN=C1F"
C -0.55468 0.91022 0.08267 -0.216
C 0.98031 -0.69260 -0.06836 0.041
H 1.80191 -1.30870 -0.29123 0.162
C -1.17844 -0.62022 0.08916 -0.190
H 1.65621 1.20109 -0.00446 0.201
F -2.41922 -0.69017 0.01535 0.313
N 0.85808 0.59089 0.14973 0.213
O -0.95673 2.01337 -0.00789 0.268
N -0.18745 -1.40388 0.03504 0.208



(2)
39
Properties=species:S:1:pos:R:3:mulliken_spin:R:1 method="wB97M-V/def2-TZVPD" multiplicity=4 e_homo_ev="-7.1 / -9.7" charge=0 de_lowest_kj_mol=117.1 gap_ev="6.908 / 9.575"
H -0.16482 4.66009 0.81983 -0.001
H -1.95685 -1.53134 -0.91158 -0.003
O -2.69971 3.21619 0.68084 -0.001
H 2.48020 -3.81709 -3.37979 0.000
H -0.60651 3.16175 -2.34461 0.001
H -3.87458 2.00126 -0.30687 0.000
C -0.24534 -0.84145 4.98836 0.003
H -2.34534 2.98592 -2.09036 0.000
N 0.67997 -0.99892 1.19514 0.077
O -2.38998 -0.76950 -1.38074 0.001
C 0.20657 -1.93462 0.32658 -0.033
O -2.40351 0.14712 1.01687 0.017
Br 0.84200 0.50165 4.06634 0.023
H -0.74167 -0.36239 5.82046 -0.004
H -1.46111 1.74952 -3.00841 0.000
O 2.45671 0.45940 1.16211 0.003
C 1.89772 -0.52569 0.72685 -0.071
C 2.30812 -1.37087 -0.44017 0.000
V -0.63739 0.28536 1.72809 2.894
C 2.42375 -3.12828 -2.54670 0.000
H 4.30797 -2.21813 -2.99530 0.000
C -1.12135 1.68790 -0.87679 0.076
C 1.26285 -2.25546 -0.67682 -0.024
O -0.28151 3.98466 0.13563 0.000
P -2.45177 0.48204 -0.44798 0.014
C 3.41552 -1.33339 -1.25738 0.002
Br -1.60064 -1.57233 3.79707 0.026
O 0.10848 0.98649 -0.93199 -0.007
P -1.27797 2.80396 0.59712 -0.022
H 0.48443 -3.84236 -1.89225 0.000
O -0.66766 2.15756 1.83899 0.016
C 3.45880 -2.22989 -2.32432 0.001
C 1.30061 -3.15223 -1.72191 0.002
C -1.40557 2.44178 -2.16794 0.001
O -0.95120 -2.35502 0.34435 -0.003
H 0.82848 1.63101 -0.91723 0.007
H 4.21942 -0.63213 -1.07426 0.000
H 0.40130 -1.65019 5.29748 0.001
O -3.79842 1.17760 -0.84867 0.002



(3)
62
Properties=species:S:1:pos:R:3:mulliken_spin:R:1 method="wB97M-V/def2-TZVPD" multiplicity=4 e_homo_ev="-1.5 / -3.6" charge=-1 gap_ev="4.169 / 6.170"
S 1.95677 2.12728 0.74887 0.047
C 3.94597 -1.52142 1.62957 -0.001
H 4.10487 1.52678 -2.17563 -0.002
C -0.82703 4.76358 -0.36943 -0.122
C -0.07613 3.58598 -0.38563 0.303
H -2.76563 5.63998 -0.65033 0.034
C 4.25167 3.23928 -0.92643 0.114
C -1.75843 -0.32472 1.45987 -0.017
H 0.29057 -1.53592 2.86347 0.001
H 0.33387 -3.96382 1.18267 0.000
C -2.54903 1.11418 -1.36913 0.049
C 3.67057 -1.62132 2.98387 -0.003
As 0.25877 -1.33732 -0.27663 -0.095
C -1.42013 -1.43932 0.69277 0.020
H -2.14183 -3.26472 -0.16703 0.000
C -2.78083 3.49958 -0.99003 -0.057
C -3.94063 -1.22972 1.85397 0.006
H -4.36643 -3.09602 0.89087 0.000
H 1.85087 5.54178 -0.62053 0.012
H -4.91823 -1.15442 2.30927 0.000
Co 0.66337 0.85508 -0.91243 2.058
H -4.35043 0.04468 -1.79723 0.012
C 1.58387 -1.44612 1.15477 -0.012
C 0.51897 -4.21752 0.14417 -0.005
C -3.62943 -2.32102 1.06057 -0.002
H -0.35303 5.68818 -0.06403 -0.019
C -3.91023 1.01038 -1.58403 0.043
C -4.15013 3.36998 -1.23853 0.071
C 2.23207 4.56098 -0.35243 0.113
H 1.19767 -5.09602 -3.54473 0.000
H 2.14517 -1.69202 4.48357 0.000
C 3.62847 4.37488 -0.47923 -0.086
H -1.91693 0.23258 -1.44073 0.031
C 2.90747 -1.43792 0.72507 0.009
C 3.61307 2.03538 -1.34823 -0.074
H -4.76813 4.25788 -1.19973 -0.005
C 1.02157 -5.84612 -1.54223 0.000
C 1.31777 -1.54312 2.51187 -0.006
C 2.47287 1.48098 -0.87753 0.076
C -1.95383 2.34118 -1.03613 -0.043
C 2.35847 -1.62362 3.42377 0.001
H -5.78483 2.05298 -1.66063 0.011
H 1.23077 -6.86872 -1.82333 0.000
C -2.37943 -2.42192 0.47567 0.007
H 5.30667 3.32728 -1.17433 0.009
C 1.32757 3.57678 -0.06353 -0.079
H 0.79707 -6.30122 0.54067 0.000
C 0.77597 -5.52482 -0.21483 -0.001
C 0.49987 -3.20492 -0.81723 0.014
C -3.00533 -0.22152 2.04027 -0.004
H 3.10797 -1.33352 -0.33703 0.000
C 1.00337 -4.84742 -2.50953 -0.004
N -0.62923 2.38988 -0.75303 0.201
H 4.48037 -1.68492 3.69747 0.000
H 4.96987 -1.50722 1.28177 -0.001
H -1.03213 0.47888 1.56057 0.017
C -2.16723 4.73838 -0.67673 0.364
C -4.71583 2.13578 -1.51383 0.020
H 0.74237 -2.75052 -2.89513 -0.002
H -3.25993 0.65198 2.62427 -0.001
C 0.74717 -3.53782 -2.14533 0.002
H 4.23667 5.27438 -0.40743 -0.003